No. 1
45
Properties=species:S:1:pos:R:3:forces:R:3:nbo_charge:R:1 method="wB97M-V/def2-TZVPD" homo_lumo_gap_ha=0.3592 multiplicity=1 e_homo_ha=-0.3802 e_lumo_ha=-0.0210 fmax_ha_per_bohr=0.0267 total_charge=0 total_energy_ev=-41196.3357
C -2.219 -1.997 1.670 0.740 -0.605 -0.988 0.0946
H -4.431 1.169 2.965 0.031 0.054 0.000 0.2137
H 1.997 -1.912 1.128 -0.046 -0.081 0.014 0.2147
C 2.424 0.174 1.265 0.172 -0.155 0.195 -0.6040
C 5.044 1.982 -4.209 0.126 0.002 -0.100 -0.2121
C 4.525 1.830 -5.485 -0.086 -0.007 0.003 -0.2077
H 2.125 1.049 1.839 -0.101 0.089 -0.137 0.2138
H -4.152 0.608 0.649 0.066 -0.043 -0.097 0.2007
O 5.916 2.309 -1.664 0.065 0.011 0.010 -0.3711
O 3.926 2.170 -0.858 0.004 0.040 0.081 -0.3801
C -1.619 -2.664 3.730 0.044 -0.351 0.401 0.9717
N 4.716 2.176 -1.780 -0.029 -0.037 -0.027 0.5209
O -1.665 -3.013 4.867 0.028 -0.081 -0.465 -0.5596
H -3.811 -0.371 3.498 0.194 -0.042 0.019 0.2165
C -3.735 0.369 2.702 -0.349 0.155 0.010 -0.6154
H 1.529 -1.190 2.637 -0.122 -0.004 0.042 0.2275
O -2.690 -2.530 2.917 -0.338 0.324 0.131 -0.4986
H -3.863 -2.117 0.387 0.012 -0.005 -0.110 0.2163
O -0.484 -2.330 3.056 0.056 0.426 0.020 -0.5137
H 6.108 2.082 -4.052 -0.008 0.014 0.091 0.2501
C 0.081 -0.983 1.041 0.326 0.062 0.174 -0.1804
H 2.474 0.430 0.211 -0.090 0.048 -0.054 0.2171
H -6.301 0.041 1.000 -0.123 0.072 0.170 0.2111
H 5.192 1.810 -6.336 0.014 0.001 -0.004 0.2233
H 2.753 1.590 -6.667 -0.002 -0.006 -0.006 0.2205
C 2.805 1.877 -3.297 -0.158 -0.019 0.020 -0.2136
H 3.437 -0.074 1.586 0.036 0.018 -0.028 0.2182
C -0.933 -1.316 2.108 -0.707 -0.239 0.597 0.0407
H -5.919 -0.819 2.506 -0.158 -0.088 0.016 0.2104
Cl -0.403 0.640 0.413 -0.020 -0.011 -0.038 -0.0683
H 1.230 1.628 -4.721 -0.013 -0.001 0.008 0.2230
C 2.297 1.727 -4.577 0.063 -0.001 -0.056 -0.2083
H 2.149 1.896 -2.439 0.067 0.020 0.054 0.2510
H -5.800 -1.629 0.937 -0.043 -0.067 0.042 0.2033
H -1.876 -2.871 1.094 0.018 0.040 -0.005 0.1794
H -2.742 0.811 2.677 0.062 -0.009 -0.001 0.2034
C 1.533 -1.025 1.562 0.138 0.061 -0.089 -0.4218
C 3.154 1.704 -5.669 0.009 0.002 0.019 -0.1794
C -4.169 -0.220 1.361 0.009 0.016 -0.077 -0.2177
H -2.690 -0.911 -0.075 0.190 -0.061 -0.008 0.2337
H -0.029 -1.647 0.187 -0.043 -0.044 -0.016 0.2171
H -1.179 -0.456 2.733 0.312 0.272 -0.274 0.2033
C -5.640 -0.689 1.463 0.361 0.050 -0.161 -0.6039
C -3.233 -1.317 0.776 -0.666 0.180 0.722 -0.4249
C 4.172 2.005 -3.138 -0.042 0.003 -0.098 0.0846

No. 2
18
Properties=species:S:1:pos:R:3:forces:R:3:nbo_charge:R:1 method="wB97M-V/def2-TZVPD" homo_lumo_gap_ha=0.2943 multiplicity=1 e_homo_ha=-0.5705 e_lumo_ha=-0.2762 fmax_ha_per_bohr=0.0694 total_charge=+1 total_energy_ev=-19709.4805
H -0.754 -1.540 -1.180 0.354 0.730 0.399 0.2583
H -0.356 0.136 2.211 -0.524 -1.359 -1.474 0.2215
C 3.664 -1.583 -0.290 -2.319 1.800 0.257 0.1989
H -1.786 1.871 0.837 -0.572 0.949 0.618 0.2261
H -0.850 -0.030 -2.112 0.251 -0.209 0.233 0.2402
H -1.502 -1.005 1.388 -0.547 -0.457 0.121 0.2686
H 4.532 -2.073 -0.134 2.351 -1.580 0.058 0.2369
C -0.685 0.394 -0.002 1.769 -1.793 0.210 -0.1963
H 0.260 -1.227 1.168 0.083 -0.285 -0.027 0.2473
S 0.918 1.298 0.262 -1.288 0.559 -0.219 1.5047
C -0.557 -0.526 1.256 1.072 2.483 1.715 -0.6431
H -2.704 0.540 0.237 -1.416 -0.750 0.103 0.2464
H 0.651 -0.480 -1.415 2.209 -0.569 -0.566 0.2303
O 0.771 2.729 0.113 -0.064 -0.777 0.061 -0.6061
C -0.366 -0.500 -1.237 -2.954 0.776 -0.519 -0.6312
N 2.735 -0.916 -0.259 0.093 -0.345 -0.314 -0.4246
C -1.932 1.212 0.014 2.256 -1.029 2.298 -0.6121
H -2.040 1.699 -0.858 -0.755 1.856 -2.954 0.2343

No. 3
8
Properties=species:S:1:pos:R:3:forces:R:3:nbo_charge:R:1 method="wB97M-V/def2-TZVPD" homo_lumo_gap_ha=0.3912 multiplicity=1 e_homo_ha=-0.3515 e_lumo_ha=0.0397 fmax_ha_per_bohr=0.0769 total_charge=0 total_energy_ev=-7921.7986
H -0.021 -1.407 -1.691 0.364 -0.555 -0.106 0.2087
C 0.878 -0.433 0.201 -3.558 1.638 0.537 -0.3592
F -0.083 1.973 0.446 0.468 1.003 0.258 -0.3238
H 1.560 -0.847 0.922 0.331 -0.209 -0.500 0.2318
C -0.359 0.684 0.490 0.225 -2.604 -0.419 0.4658
O -0.905 0.276 -0.787 1.304 -1.356 0.014 -0.5276
H -1.170 0.502 1.277 1.521 -0.022 -0.742 0.1589
C 0.101 -0.748 -0.858 -0.656 2.105 0.958 0.1454

No. 4
24
Properties=species:S:1:pos:R:3:forces:R:3:nbo_charge:R:1 method="wB97M-V/def2-TZVPD" homo_lumo_gap_ha=0.3483 multiplicity=1 e_homo_ha=-0.3491 e_lumo_ha=-0.0007 fmax_ha_per_bohr=0.0941 total_charge=0 total_energy_ev=-41584.9391
H -0.518 -3.320 -0.019 2.379 1.504 -0.620 0.1921
H 1.049 -3.281 -0.968 0.964 -1.109 -1.806 0.1954
O -2.613 0.395 -0.949 0.324 -0.611 0.364 -0.4915
C 0.516 -2.756 -0.262 -2.325 1.188 2.628 -0.2555
H 1.173 -2.705 0.648 -0.949 -0.121 -0.526 0.1885
H 2.281 0.144 -0.007 0.765 -0.257 0.178 0.2230
H 2.135 1.779 -0.679 1.762 2.678 0.222 0.2134
H -1.720 -1.308 -1.846 -0.044 1.893 1.951 0.1251
N 0.258 1.256 1.311 1.580 1.898 1.703 -0.4521
Cl 1.175 2.481 2.129 -0.470 -0.631 -0.858 0.1671
H 0.133 3.061 -0.679 -0.392 0.093 -0.449 0.2276
Cl -1.798 -1.853 1.816 0.338 0.759 -0.366 0.1796
N -0.693 -0.662 1.242 -0.626 -1.421 -0.520 -0.4721
C -0.340 0.361 2.114 -0.500 -1.207 -0.660 0.7585
C 1.773 0.831 -0.647 -2.557 -1.099 1.853 -0.6098
C -0.441 2.146 -0.808 0.045 -0.912 4.750 -0.6284
C 0.345 1.007 -0.098 -0.800 -0.545 -0.894 0.1897
O -0.566 0.338 3.279 0.111 0.526 1.201 -0.5763
H -0.618 1.748 -1.703 -0.428 -0.400 -4.339 0.2058
H -1.438 2.087 -0.293 0.996 1.033 -0.483 0.2457
O 0.380 -1.399 -0.806 -0.370 -0.591 0.693 -0.5615
H 1.711 0.494 -1.624 -0.035 -0.938 -1.828 0.2281
C -0.455 -0.434 -0.157 1.075 -0.149 0.295 0.2876
C -1.728 -0.411 -0.993 -0.843 -1.582 -2.488 0.4198